Computed, not measured: 4 unconnected molecules or ions with the total composition C31H65N3O6PS2 at a distorted geometry, with ωB97M-V/def2-TZVPD.

Structure (XYZ):
```
108
Properties=species:S:1:pos:R:3:forces:R:3
C -11.99441 0.36845 -5.76020 -0.29 -0.87 0.57
C -11.92088 0.09394 -7.37456 -0.60 -0.13 -0.23
C -11.21336 1.29523 -8.24848 -0.52 -0.24 0.66
C -9.74039 1.76754 -7.69489 -1.60 2.04 -0.12
O -8.60342 0.99494 -8.22217 0.33 -0.08 3.27
S -7.78467 0.20650 -6.90611 -2.92 -2.46 -1.33
O -8.88802 -0.65620 -6.24988 3.43 3.29 -1.13
O -7.20178 1.43985 -5.88669 -1.55 -1.90 1.44
P -7.70346 1.23819 -4.23311 -0.35 2.56 0.99
S -9.10411 2.55427 -3.79289 0.59 -1.08 -0.35
H -12.71305 1.24436 -5.44625 1.40 -1.58 -0.94
H -10.96468 0.55724 -5.23747 -1.92 -0.36 -1.23
H -12.44397 -0.61067 -5.24864 0.96 2.08 -1.11
H -13.04787 -0.00247 -7.75554 2.41 0.28 0.74
H -11.43002 -0.96207 -7.63677 -0.83 2.42 0.83
H -11.20545 0.93809 -9.36763 0.30 0.92 2.13
H -11.92660 2.24799 -8.16658 1.65 -1.98 -0.21
H -9.71199 1.80559 -6.51752 -0.26 -0.17 -2.37
H -9.59380 2.89571 -8.05628 -0.12 -2.50 0.71
H -6.54960 1.61991 -3.40708 -0.57 -0.86 -1.37
H -8.03107 -0.10968 -3.84776 0.56 0.58 -0.89
C -1.98594 -2.54891 -1.80728 -0.07 -0.23 0.16
C -2.61607 -1.15471 -2.07370 1.81 -0.79 -0.70
C -1.99772 -0.08704 -1.12811 -0.35 0.16 0.09
C -2.51303 -0.16746 0.30029 0.01 0.04 -0.02
C -4.03342 -0.09256 0.31933 0.12 0.00 -0.34
C -4.70192 -1.17361 -0.57649 -1.09 -0.85 1.53
N -4.11335 -1.23568 -1.96420 -0.99 4.90 -1.22
O -4.64332 -0.15192 -2.68868 1.10 -3.20 1.55
C -4.58008 -2.55206 0.12852 0.17 -0.19 0.00
C -6.24557 -0.91334 -0.58359 0.34 0.38 -0.67
C -2.11436 -0.82189 -3.52234 -0.73 0.24 0.12
H -0.91477 -2.45921 -1.58854 -0.18 0.17 -0.15
H -2.41578 -3.09729 -0.97708 -0.09 0.09 0.10
H -2.08448 -3.20166 -2.68377 -0.07 0.23 0.10
H -2.21396 0.91962 -1.51288 -0.12 -0.22 -0.10
H -0.90399 -0.17298 -1.11850 -0.19 -0.19 -0.24
H -2.15848 -1.08407 0.77894 -0.03 -0.05 0.02
H -2.10289 0.66417 0.88243 0.00 -0.09 -0.03
H -4.38501 -0.19266 1.35362 -0.16 -0.18 -0.25
H -4.34160 0.90699 -0.01272 -0.03 -0.16 -0.13
H -4.84452 -3.36973 -0.55212 0.11 0.16 0.05
H -5.25965 -2.62209 0.98765 0.04 0.26 -0.29
H -3.59068 -2.74272 0.54246 0.04 -0.01 -0.15
H -6.50271 0.09410 -0.93167 0.19 -0.23 -0.09
H -6.66605 -0.99826 0.42669 0.42 -0.11 -0.15
H -6.76461 -1.64153 -1.21706 0.13 0.09 0.04
H -2.55080 -1.50157 -4.26606 -0.01 0.14 0.24
H -1.02298 -0.92863 -3.58688 -0.26 -0.13 0.35
H -2.34040 0.20532 -3.82427 -0.14 -0.19 0.14
C 3.22218 -0.40738 1.93635 0.25 -0.11 0.07
C 2.74815 0.15566 0.56883 -1.07 -0.56 1.64
C 2.30854 -0.99960 -0.37379 0.18 0.15 -0.27
C 3.47283 -1.77280 -0.97291 -0.02 0.00 -0.03
C 4.42652 -0.82462 -1.68632 -0.26 0.21 0.15
C 4.93306 0.32446 -0.76922 2.02 -0.50 -0.20
N 3.81894 1.02411 -0.03082 -2.60 1.43 -4.13
O 3.19065 1.88672 -0.94812 1.78 -1.86 2.68
C 5.96954 -0.25500 0.23175 -0.04 -0.08 0.22
C 5.78974 1.30193 -1.64175 -0.81 0.29 -0.01
C 1.44856 0.94541 0.95412 0.41 0.35 -0.56
H 2.60346 -1.25901 2.24493 -0.06 0.23 -0.17
H 4.24725 -0.75869 1.95914 0.08 0.02 -0.10
H 3.14550 0.35184 2.72485 0.00 -0.06 -0.26
H 1.70571 -0.59607 -1.19959 0.14 0.19 0.13
H 1.65223 -1.69871 0.15933 0.08 0.30 0.18
H 3.99069 -2.33937 -0.19458 0.04 0.03 0.02
H 3.09135 -2.50807 -1.68886 0.04 0.01 0.08
H 5.27769 -1.39688 -2.07544 0.06 0.29 0.16
H 3.91597 -0.40320 -2.56158 0.02 0.12 0.16
H 6.19510 0.46338 1.02851 -0.14 -0.16 -0.07
H 6.92011 -0.48475 -0.26671 -0.31 0.18 -0.13
H 5.65911 -1.19684 0.68250 -0.08 0.11 0.11
H 5.23320 1.70307 -2.49707 -0.06 -0.01 0.35
H 6.66418 0.79147 -2.06539 -0.29 -0.17 0.33
H 6.15878 2.14278 -1.04365 -0.14 -0.12 -0.05
H 1.67778 1.81746 1.58066 0.07 -0.18 -0.21
H 0.76377 0.30566 1.52724 0.41 -0.12 -0.08
H 0.88700 1.29057 0.08066 0.26 0.02 0.03
C 6.59617 -0.96236 7.44037 -0.16 0.14 0.18
C 7.18971 -0.75171 6.02080 0.33 -1.50 1.34
C 8.59795 -0.09953 6.10974 -0.07 0.24 -0.27
C 8.56151 1.38585 6.43323 0.03 -0.01 -0.03
C 7.68480 2.12423 5.43136 -0.02 -0.35 -0.07
C 6.24750 1.53779 5.34025 -0.93 1.76 0.50
N 6.23197 0.03852 5.17307 2.72 -0.11 -4.30
O 6.54486 -0.23239 3.82808 -1.31 0.50 3.44
C 5.45726 1.95187 6.61150 -0.02 -0.10 0.23
C 5.48924 2.28390 4.19177 0.36 -0.70 -0.32
C 7.40226 -2.22160 5.51551 -0.23 0.47 -0.56
H 7.37622 -1.26393 8.15021 -0.04 -0.03 -0.29
H 6.11834 -0.09125 7.87344 0.04 0.14 -0.08
H 5.83618 -1.75384 7.43801 0.16 0.15 -0.15
H 9.12770 -0.22816 5.15527 -0.28 -0.05 0.02
H 9.21016 -0.61369 6.86112 -0.33 -0.14 -0.10
H 8.20704 1.54142 7.45554 -0.05 0.02 0.01
H 9.57741 1.79208 6.39282 -0.08 -0.03 0.05
H 7.64028 3.18522 5.70654 -0.29 -0.16 -0.09
H 8.16513 2.08422 4.44545 -0.17 -0.12 0.03
H 4.51811 1.39239 6.69375 0.20 0.01 -0.02
H 5.19118 3.01649 6.58659 0.15 -0.24 -0.27
H 6.02328 1.82995 7.53419 -0.02 -0.15 -0.03
H 6.00313 2.20672 3.22627 -0.12 -0.23 0.23
H 5.40789 3.35780 4.40347 0.14 -0.33 0.29
H 4.47151 1.89482 4.07440 0.19 -0.02 0.03
H 6.44548 -2.74094 5.37263 0.16 0.24 0.00
H 7.97969 -2.80186 6.24801 -0.18 0.41 0.07
H 7.96119 -2.27082 4.57605 -0.20 0.17 0.09
```
Positions in Å, forces in eV/Å.

Summary:
**2S+1**: 4
**LUMO energy (alpha / beta)**: 0.4763 / -0.6747 eV

Atom charges from the Löwdin analysis, given in e for atoms 1 to 99: -0.15, -0.26, -0.18, -0.26, -0.37, 0.99, -0.48, -0.62, 0.33, 0.13, 0.08, 0.02, 0.09, 0.11, 0.11, 0.12, 0.13, 0.06, 0.14, 0.00, 0.01, -0.03, -0.46, -0.14, -0.19, -0.14, -0.47, -0.01, -0.06, -0.05, -0.05, -0.05, 0.08, 0.05, 0.09, 0.13, 0.10, 0.11, 0.11, 0.13, 0.12, 0.09, 0.09, 0.06, 0.07, 0.09, 0.09, 0.09, 0.09, 0.07, -0.03, -0.46, -0.15, -0.19, -0.14, -0.47, -0.01, -0.03, -0.05, -0.05, -0.05, 0.09, 0.05, 0.07, 0.11, 0.12, 0.11, 0.11, 0.12, 0.12, 0.08, 0.09, 0.06, 0.07, 0.08, 0.09, 0.09, 0.08, 0.07, -0.04, -0.47, -0.15, -0.19, -0.14, -0.47, -0.01, -0.04, -0.05, -0.04, -0.05, 0.09, 0.05, 0.09, 0.12, 0.12, 0.11, 0.11, 0.12, 0.12

Computed, not measured: a molecular structure, C31H66NO13 at a distorted geometry, with ωB97M-V/def2-TZVPD.

Structure (XYZ):
```
111
Properties=species:S:1:pos:R:3:forces:R:3
N 0.12832 -1.39745 1.08474 -1.45 0.58 4.16
H 0.86124 -0.66367 1.26147 -0.64 -1.06 0.19
H -0.29490 -1.82767 2.04375 1.72 1.51 -2.39
H 0.45688 -2.17363 0.56991 0.53 -0.97 -1.20
H -0.68290 -0.92249 0.70524 -0.17 -0.04 -0.76
O -0.06048 2.49893 -3.64550 -0.40 3.12 5.14
C 0.06171 2.89047 -2.39620 1.80 -4.63 -4.84
O -0.29836 3.96843 -1.77773 0.33 -1.01 0.18
C -0.76485 5.02416 -2.56144 0.60 0.41 -0.23
C -1.28550 5.99396 -1.52892 3.53 -5.98 7.01
C 0.84374 1.94115 -1.53290 -3.51 3.05 6.29
H -1.64922 4.69544 -3.02899 -0.87 -0.52 -1.45
H 0.07359 5.21402 -3.35088 -1.70 0.60 1.52
H -2.25727 5.63346 -0.98216 1.96 0.20 -1.08
H -1.52372 6.76021 -1.99713 -1.98 7.78 -3.65
H -0.38600 6.18762 -0.58153 -2.81 -0.26 -3.10
H 0.98004 2.46497 -0.27072 0.00 -1.68 -4.21
H 1.69406 1.58882 -1.91594 3.54 -0.81 -1.66
H 0.26087 1.06356 -1.30520 -0.53 -0.38 -0.09
O 2.55474 -2.31213 -0.86094 -0.18 0.27 -0.37
C 2.96389 -2.19917 -1.99240 2.62 1.90 4.11
O 3.90448 -1.21459 -2.32306 -1.11 -0.96 -0.70
C 4.45575 -0.37104 -1.35941 1.91 -0.24 2.76
C 5.27101 0.77987 -2.04096 -2.46 -0.77 2.97
C 2.70183 -3.01741 -3.10066 -1.75 -1.05 -2.07
H 5.16353 -1.07642 -0.51712 -1.95 2.12 -2.53
H 3.70513 0.17252 -0.73771 0.12 -0.97 -0.40
H 4.61842 1.34415 -2.65330 -0.82 0.47 -0.85
H 6.06193 0.44327 -2.59422 2.29 -0.68 -1.11
H 5.48771 1.43509 -1.18679 0.73 -0.06 -0.40
H 2.09005 -3.93514 -2.84266 0.05 1.71 -0.55
H 3.58499 -3.40677 -3.55682 0.79 0.17 -0.39
H 2.31722 -2.15116 -3.72389 -0.41 -1.83 -0.50
O -0.39944 -1.39931 -2.01429 -0.25 -1.33 -0.33
C -0.93316 -2.18885 -2.79366 0.14 2.04 1.43
O -1.00111 -1.88333 -4.08338 -0.89 -1.62 -1.25
C -0.59298 -0.60885 -4.68507 4.37 -2.35 1.36
C -0.52255 -0.79072 -6.17659 5.09 2.30 2.51
C -1.72482 -3.46435 -2.37450 7.95 -0.37 1.46
H 0.44450 -0.40877 -4.16492 -2.15 0.35 -1.23
H -1.32354 0.02233 -4.43893 -2.44 3.03 1.41
H -1.38368 -1.10140 -6.50354 -4.66 -2.02 -2.10
H 0.28372 -1.49754 -6.22854 0.23 -0.53 -1.18
H -0.25002 0.16748 -6.67329 -0.06 -0.67 0.44
H -1.67467 -3.55193 -1.25225 -0.21 -0.10 -1.44
H -1.18965 -4.29833 -2.96240 -0.84 0.83 1.26
H -2.58848 -3.36556 -2.78042 -6.01 0.44 -2.19
O -2.97401 -1.51799 0.04026 0.05 0.01 -0.99
C -3.98534 -0.88972 -0.11599 0.85 2.19 0.82
O -4.27111 -0.04693 -1.18221 0.45 -0.74 0.18
C -3.28755 0.23994 -2.21581 4.71 -0.21 0.42
C -3.64672 1.52741 -2.92925 -0.75 -0.30 2.19
C -4.98527 -0.83096 1.03134 -3.56 -2.46 -6.94
H -3.03539 -0.67119 -3.00596 -1.06 2.22 2.31
H -2.22611 0.60297 -1.74604 -2.18 -1.95 -0.40
H -4.52257 1.18500 -3.34345 -2.74 0.55 -1.46
H -2.98466 1.75760 -3.70992 1.20 0.31 -0.83
H -3.80390 2.40171 -2.22877 0.15 -1.09 -0.79
H -5.99195 -0.45652 0.75010 0.62 0.44 -0.64
H -4.89471 -0.41813 1.90165 2.14 2.15 4.97
H -5.27346 -1.86178 1.03716 0.17 -1.00 1.12
C -2.82641 2.55429 0.87279 0.47 3.23 1.10
C -1.41012 2.47074 1.30988 5.31 -4.64 1.84
O -0.70574 1.33072 1.52033 -4.65 5.17 -1.60
C -0.61682 3.67945 1.63690 2.58 2.71 1.99
H -2.91339 3.16323 -0.03536 0.48 0.43 0.13
H -3.41704 3.27298 1.68638 0.95 -2.81 -1.90
H -2.97854 1.60576 0.45739 -1.82 -1.80 0.55
H -1.00916 4.29638 2.51694 -0.02 -1.20 -0.77
H -0.60304 4.48930 0.90240 -0.37 -0.46 -0.56
H 0.56317 3.60117 1.92505 -3.00 -0.75 -0.82
C 3.93401 3.14332 0.99877 1.66 2.07 3.68
C 3.60695 1.76669 1.39268 0.22 -2.79 0.69
O 2.52642 1.16887 1.31062 1.54 1.89 -0.06
C 4.81396 0.90333 1.96625 -2.15 1.12 1.83
H 5.09219 3.22738 0.90914 -2.09 0.22 0.64
H 3.44463 3.91180 1.85087 1.64 -1.97 -2.11
H 3.56895 3.47219 0.10337 -1.45 0.58 -2.41
H 5.68132 0.76232 1.40001 1.56 0.87 -0.97
H 4.34598 -0.02008 1.85238 -0.65 -2.04 0.57
H 5.04296 1.07034 3.08165 -0.31 0.05 -1.84
C 1.54951 -5.51832 -0.56830 1.54 0.01 3.64
C 0.79943 -5.43733 0.83130 3.30 -6.37 -3.14
O 0.31591 -4.48247 1.22206 -2.70 5.80 2.15
C 0.73782 -6.78173 1.57806 -3.69 0.81 -0.17
H 2.43346 -4.86174 -0.63426 0.07 -0.70 0.67
H 1.00677 -5.11890 -1.29359 -3.22 2.04 -2.90
H 1.67987 -6.50763 -0.90104 0.83 -1.37 0.03
H 1.61877 -7.08138 1.94310 4.01 -0.80 0.98
H 0.43661 -7.61011 0.91899 -0.26 0.42 0.13
H 0.13095 -6.75924 2.53086 0.04 0.27 -1.36
C 3.19043 -0.00152 5.19291 0.39 -5.29 -1.74
C 1.99193 -0.05831 4.24114 -2.05 -4.36 -2.72
O 1.69405 -1.10622 3.49361 2.21 4.75 3.49
C 0.88342 0.97023 4.36154 1.20 0.62 0.81
H 4.01951 0.66830 5.05078 0.08 0.23 -0.42
H 3.56086 -1.24016 5.26673 -0.65 3.85 -0.43
H 2.75766 0.14374 6.12238 -0.69 0.66 2.03
H 0.03034 0.57579 3.87743 -0.82 -0.29 -0.72
H 1.19998 1.91429 3.85649 -0.32 -0.49 0.61
H 0.60080 1.11789 5.43786 0.57 0.22 -0.86
C -3.47470 0.90393 4.16888 3.03 0.49 1.90
C -3.41483 -0.63152 4.18446 3.92 -1.97 -3.25
O -2.37081 -1.25042 3.56612 -5.96 3.44 3.79
C -4.65416 -1.38987 4.66974 -0.99 4.46 -0.41
H -2.43023 1.19645 3.79785 -1.73 0.00 0.15
H -3.63294 1.50437 5.15378 0.41 -1.74 -1.04
H -4.28353 1.31150 3.62212 -0.72 0.01 -1.27
H -5.60611 -0.88345 3.96435 2.61 -1.75 2.39
H -4.78708 -1.17781 5.79809 -0.14 -0.41 -1.93
H -4.42332 -2.36225 4.43687 -0.29 -2.57 -0.31
```
Positions in Å, forces in eV/Å.

Summary:
**Energy relative to the best compared isomer or geometry (same formula, charge and spin)**: 43.8 kJ/mol
**Charge**: +1
**LUMO energy**: -1.9277 eV

Atom charges from the Löwdin analysis, given in e for atoms 1 to 99: 0.30, 0.11, 0.19, 0.05, 0.07, 0.00, -0.47, -0.04, -0.22, -0.05, 0.04, 0.10, 0.18, 0.12, -0.04, 0.17, 0.17, 0.02, 0.05, 0.10, -0.54, -0.05, -0.25, -0.04, 0.03, 0.20, 0.09, 0.06, 0.04, 0.07, 0.11, 0.10, 0.13, 0.03, -0.52, -0.04, -0.18, -0.03, 0.06, 0.16, 0.05, 0.02, 0.08, 0.11, 0.10, 0.12, 0.00, 0.11, -0.46, -0.03, -0.22, -0.07, 0.04, 0.17, 0.15, 0.05, 0.06, 0.10, 0.11, -0.02, 0.10, 0.00, -0.39, -0.06, -0.06, 0.07, 0.18, 0.04, 0.11, 0.04, 0.13, -0.03, -0.46, 0.01, -0.01, 0.12, 0.17, 0.03, 0.05, 0.04, 0.10, 0.01, -0.46, 0.12, -0.01, 0.08, -0.01, 0.06, 0.03, 0.09, 0.11, -0.02, -0.38, -0.04, -0.03, 0.05, 0.18, 0.03, 0.03